{"formula": "C54H58ClCsN3O6P3S4", "method": "ωB97M-V/def2-TZVPD", "charge": -2, "e_above_lowest_kj_mol": 95.0, "orbital_gap_ev": 6.4, "symbols": ["H", "C", "Cs", "C", "H", "N", "H", "H", "H", "O", "C", "H", "C", "H", "C", "C", "H", "C", "C", "O", "H", "C", "H", "H", "C", "C", "C", "C", "S", "C", "H", "H", "C", "C", "C", "H", "H", "C", "C", "H", "C", "H", "P", "C", "C", "N", "C", "C", "H", "H", "C", "C", "H", "H", "H", "C", "H", "H", "C", "H", "C", "P", "C", "O", "C", "S", "C", "H", "H", "C", "H", "H", "H", "H", "H", "C", "C", "H", "H", "H", "P", "C", "H", "H", "H", "H", "H", "C", "H", "C", "S", "H", "C", "C", "C", "C", "O", "H", "C", "H", "H", "C", "C", "C", "H", "H", "H", "C", "C", "H", "S", "O", "H", "C", "H", "C", "H", "C", "C", "H", "O", "Cl", "H", "C", "H", "N", "H", "H", "H", "C"], "positions_angstrom": [[1.0069, 0.8001, 3.2792], [-5.1687, 0.4874, -2.5131], [0.8987, -1.3952, -0.7666], [-3.7608, 2.6366, -0.9466], [-3.9808, 2.0642, 1.1095], [3.1963, 1.4969, -2.6869], [-3.6486, 3.5323, -2.8941], [-5.0931, 5.4459, -2.3156], [0.1163, -7.4551, 4.0090], [2.0786, -4.1118, 2.6681], [-5.1625, -3.8300, -0.7403], [-6.4570, -2.1337, -0.5189], [-3.8253, 0.1803, -2.3275], [-0.9839, 7.9060, 1.8054], [-4.5305, -1.7516, 0.3185], [3.4102, 1.8150, -6.8739], [0.9158, -7.9860, 1.6114], [1.1301, 3.6265, 5.1410], [-4.2365, -1.9566, -3.4221], [0.4474, -2.4256, 1.6172], [-1.5605, -7.8072, 2.0951], [2.4214, 0.6593, -3.3716], [1.5043, 3.6425, 1.5211], [0.9574, 3.5811, -5.0123], [2.9497, 2.1633, 5.7156], [0.7270, 6.8976, 0.9928], [-1.7474, 1.8223, -3.9625], [3.4040, -3.5565, 2.6537], [-2.3078, 3.5221, 4.4055], [-1.5694, 1.9294, -2.5861], [3.2426, -3.1150, 4.7586], [3.8804, -4.3375, 0.7016], [-2.9310, -3.5461, 0.1462], [0.1603, -6.3969, 3.7364], [1.4310, 5.6979, 0.9193], [-1.3996, -1.8657, 1.4510], [5.3092, -3.9662, 1.7103], [0.9738, 4.5832, 1.6003], [-0.1880, 4.6586, 2.3686], [-6.2497, -2.3353, -4.0485], [-1.4901, -6.7384, 1.8750], [1.2778, 3.7711, -2.5664], [-0.7984, 3.1236, 3.1890], [3.3808, 1.7304, -5.4797], [-0.4707, 2.6329, -2.0885], [-2.2934, -1.4655, 1.1787], [5.9654, 0.7976, 0.7963], [3.4070, -2.0796, 2.2661], [1.1705, -0.7989, -5.1538], [3.9450, 2.3662, -3.8035], [-5.5741, -1.6263, -3.5827], [-0.1102, -6.2088, 2.2449], [-3.8552, -2.9156, -3.7526], [4.9176, -3.3473, 4.1946], [-2.2598, -6.2012, 2.4345], [1.8065, -0.0830, -5.6616], [7.0293, 1.0039, 0.9157], [3.0320, 0.3026, 4.6592], [-0.4286, 6.9750, 1.7538], [-1.9391, -3.9319, 0.3477], [2.6465, 0.9578, -7.6477], [0.9879, -3.8097, 1.4895], [0.6848, 2.7052, 4.1930], [-0.1743, -4.7953, 1.9974], [-5.0741, 3.8555, 0.6751], [5.5123, 1.2229, -0.9094], [0.4162, 3.2463, -2.9589], [2.3298, 5.6278, 0.3157], [-0.9653, 2.3009, -5.9045], [1.3681, 1.5107, 4.0169], [-4.7836, -0.7391, 0.6229], [1.2308, -0.6672, -7.6480], [3.8375, -4.7475, 4.3970], [-5.9009, -4.4376, -1.2515], [-1.7874, 5.8872, 3.0469], [3.7750, 1.4773, -0.5117], [-6.0377, -0.4012, -3.1352], [-3.6186, -5.3221, -0.8178], [-0.3127, 2.6801, -1.0122], [-1.6740, -6.5811, 0.8100], [-2.6687, 1.1908, -1.3163], [-4.2667, 2.7739, 0.3440], [2.6788, 1.0401, -8.7294], [5.1632, 1.2473, 2.7676], [-7.0822, -0.1364, -3.2597], [5.4463, 2.6722, 1.7430], [-5.4275, 3.9622, 1.6943], [2.2619, 3.3612, 5.8944], [3.8313, 1.9499, 6.3105], [-4.0619, 3.6115, -1.8971], [3.4045, 1.5155, 1.2125], [4.4117, -1.6790, 2.4278], [1.8374, 0.0001, -7.0458], [2.4989, 1.2396, 4.7850], [2.5665, 0.7637, -4.8622], [5.1276, 1.6317, 1.7475], [4.1260, 2.5954, -4.7717], [-2.5845, 1.2580, -4.3588], [3.8870, -3.6979, 4.0953], [1.9537, -6.5401, 1.6735], [-2.5030, -0.5710, 1.5827], [-5.4700, -2.5397, -0.3249], [-4.8718, 4.6899, -1.5699], [0.2358, 3.1369, -4.3323], [0.8015, -6.7276, 0.3497], [2.6083, 4.0825, 6.6262], [0.5728, 4.5453, 5.2823], [-5.3806, 4.8119, -0.2812], [0.9601, -6.9123, 1.4131], [5.7856, -0.2635, 0.9551], [-1.0425, 1.7977, 1.7343], [1.6010, -0.1458, -2.8711], [4.0405, 2.5719, -7.3282], [-3.8789, -4.3182, -0.4982], [-5.5453, 1.4370, -2.1500], [-0.8844, 5.8550, 2.4463], [3.1381, -1.9120, 1.2234], [-3.2353, -2.2390, 0.5769], [4.2921, -4.3683, 1.7112], [2.6920, -1.5227, 2.8742], [1.5419, -4.2049, 0.1622], [-1.7063, -1.5282, -2.6792], [-5.9953, 5.6660, -0.0186], [-3.3783, -1.0619, -2.8083], [1.0791, 7.7659, 0.4466], [2.8575, 1.5790, -1.3613], [1.1482, -5.9989, 3.9762], [-0.5850, -5.8452, 4.3149], [4.3267, -5.4107, 2.0423], [-0.8409, 2.4172, -4.8322]], "forces_ev_per_angstrom": [[0.017, 0.049, 0.020], [-0.139, 0.003, -0.020], [-0.130, 0.282, 0.191], [0.178, -0.033, -0.063], [0.024, -0.031, 0.026], [0.190, -0.005, -0.379], [0.023, -0.008, -0.051], [0.011, -0.023, 0.015], [0.002, 0.025, -0.021], [0.030, 0.115, -0.140], [0.051, -0.055, 0.023], [0.029, 0.014, 0.019], [0.433, -0.278, -0.098], [0.018, -0.036, 0.002], [-0.020, 0.001, 0.045], [0.022, 0.024, -0.057], [-0.002, -0.003, 0.004], [0.076, -0.100, -0.015], [0.037, -0.061, -0.069], [-0.225, -0.475, 1.048], [-0.011, 0.041, -0.004], [-0.251, 0.099, 0.095], [0.010, -0.016, -0.009], [-0.073, -0.045, 0.067], [-0.015, 0.032, 0.013], [0.039, -0.005, -0.024], [0.080, 0.012, -0.024], [0.117, 0.016, 0.049], [-0.037, 0.128, 0.081], [-0.031, -0.022, 0.066], [0.062, -0.038, -0.028], [0.040, -0.009, 0.037], [0.048, 0.129, 0.103], [0.025, 0.085, -0.021], [0.025, 0.046, -0.035], [-0.038, -0.030, 0.005], [-0.031, -0.013, -0.002], [-0.058, 0.073, -0.012], [-0.069, -0.083, 0.092], [0.037, 0.030, 0.025], [-0.032, 0.072, 0.002], [-0.014, -0.009, 0.019], [-0.026, 0.078, -0.183], [0.044, 0.054, 0.031], [-0.045, -0.055, 0.076], [0.312, -0.340, 0.080], [0.038, 0.081, -0.102], [-0.037, 0.026, 0.101], [0.027, 0.028, -0.007], [0.014, 0.039, 0.100], [-0.001, 0.001, -0.060], [0.073, -0.078, 0.034], [-0.021, 0.070, 0.024], [-0.037, -0.012, -0.002], [0.040, -0.048, -0.035], [0.006, 0.000, -0.013], [0.023, -0.016, 0.023], [-0.050, 0.002, -0.044], [-0.042, -0.042, 0.042], [0.018, -0.058, -0.026], [0.004, 0.006, 0.017], [0.084, -0.318, 0.408], [-0.067, 0.020, -0.032], [-0.112, -0.065, -0.072], [0.000, 0.002, 0.041], [-0.259, 0.018, 0.097], [0.041, 0.017, -0.062], [-0.035, 0.005, 0.021], [0.011, 0.012, 0.066], [0.056, -0.038, 0.074], [0.026, -0.071, -0.009], [0.031, 0.033, 0.028], [0.020, 0.054, 0.006], [0.032, 0.018, 0.017], [0.030, 0.019, -0.020], [0.531, -0.056, -0.135], [-0.023, 0.008, 0.001], [0.033, 0.015, 0.014], [0.024, 0.032, -0.103], [-0.003, -0.020, 0.038], [-0.148, 0.196, 0.065], [0.063, 0.008, -0.040], [0.007, 0.007, 0.028], [0.049, 0.019, 0.008], [0.046, 0.007, 0.017], [0.042, 0.055, 0.005], [0.014, -0.005, -0.042], [-0.008, -0.009, -0.011], [-0.012, 0.005, -0.016], [-0.082, 0.084, 0.088], [-0.074, 0.045, 0.075], [-0.024, 0.045, -0.014], [-0.040, -0.044, 0.018], [0.010, -0.018, 0.008], [0.028, -0.090, -0.016], [-0.140, -0.059, -0.001], [0.000, -0.019, -0.231], [-0.001, 0.008, -0.001], [-0.088, -0.022, -0.025], [-0.078, -0.068, -0.048], [-0.143, 0.178, -0.086], [0.016, -0.026, 0.075], [0.004, -0.015, 0.012], [0.044, 0.019, -0.007], [0.027, -0.019, 0.057], [-0.003, -0.008, -0.010], [0.015, 0.008, 0.011], [0.004, -0.005, -0.017], [0.034, 0.156, -0.008], [-0.003, -0.073, 0.047], [0.073, -0.207, -0.005], [0.590, 0.739, -1.358], [-0.024, -0.030, 0.033], [-0.152, 0.065, -0.008], [0.017, -0.082, -0.030], [0.020, 0.021, -0.016], [0.083, -0.117, -0.001], [-0.147, 0.099, -0.084], [-0.109, -0.017, 0.020], [0.042, -0.007, -0.011], [0.074, -0.070, 0.010], [-0.349, 0.139, -0.187], [0.012, -0.025, -0.007], [-0.355, 0.108, -0.098], [-0.009, -0.016, 0.013], [-0.457, -0.203, 0.440], [-0.080, -0.041, 0.030], [0.044, -0.059, -0.023], [0.013, 0.047, -0.030], [-0.049, -0.022, -0.036]]}